Here is a structure of composition C2H2O2 from OMol25. Energies are from ωB97M-V with the def2-TZVPD basis set.

ORCA input file:
```
! RIJCOSX wB97M-V def2-TZVPD def2/J DEFGRID3
* xyz 0 3
C -0.485 0.028 0.047
C 1.461 -0.023 -0.103
O 0.590 -1.013 0.056
O 0.548 0.962 0.085
H -0.887 0.154 -0.866
H -1.227 -0.109 0.780
*
```

As for the calculated total energy: -227.63637 hartree. The value obtained for the HOMO energy (spin up / spin down) is -6.5 / -11.6 eV. For the HOMO-LUMO gap (spin up / spin down), the calculation gives 0.275 / 0.361 Eh.